A 12-piece molecular cluster, C63H159N9O21 overall, computed with ωB97M-V/def2-TZVPD.

The geometry in ORCA input format:
```
! wB97M-V def2-TZVPD RIJCOSX def2/J DEFGRID3
* xyz 0 1
C 21.38 -19.38 -4.03
O 20.36 -20.29 -4.35
C 19.08 -19.86 -4.02
C 18.01 -20.86 -4.49
N 17.55 -20.77 -5.91
C 18.64 -20.85 -6.88
C 18.19 -20.87 -8.36
O 17.27 -21.98 -8.51
C 16.65 -22.06 -9.80
H 21.21 -18.84 -3.09
H 21.54 -18.75 -4.90
H 22.36 -19.81 -3.84
H 18.81 -18.90 -4.47
H 18.99 -19.80 -2.94
H 17.15 -20.69 -3.84
H 18.38 -21.88 -4.39
H 17.02 -21.58 -6.19
H 19.22 -21.78 -6.87
H 19.42 -20.13 -6.63
H 19.01 -20.93 -9.08
H 17.62 -19.95 -8.51
H 17.40 -22.05 -10.60
H 15.99 -21.23 -10.05
H 16.07 -22.99 -9.85
C 20.65 -30.84 14.51
O 19.88 -31.59 13.52
C 20.68 -32.18 12.57
C 19.91 -32.64 11.36
N 19.50 -31.52 10.46
C 18.43 -31.90 9.49
C 17.06 -31.38 9.98
O 17.00 -30.07 10.49
C 17.36 -29.11 9.51
H 21.40 -31.56 14.84
H 20.03 -30.61 15.37
H 21.15 -29.96 14.09
H 21.19 -33.05 12.98
H 21.41 -31.44 12.23
H 19.06 -33.16 11.80
H 20.48 -33.37 10.79
H 19.10 -30.81 11.05
H 18.46 -32.97 9.30
H 18.58 -31.49 8.49
H 16.71 -32.06 10.76
H 16.45 -31.34 9.08
H 16.78 -29.25 8.60
H 18.42 -29.07 9.25
H 17.12 -28.12 9.88
C 6.55 -19.43 15.88
O 7.93 -19.01 15.88
C 8.27 -18.41 17.18
C 9.76 -18.59 17.44
N 10.50 -17.96 16.35
C 11.93 -18.06 16.71
C 12.87 -18.06 15.46
O 12.53 -19.17 14.65
C 13.44 -19.29 13.53
H 6.37 -20.23 16.60
H 6.31 -19.94 14.94
H 5.89 -18.62 16.18
H 7.64 -18.85 17.95
H 8.03 -17.35 17.12
H 10.08 -19.62 17.58
H 10.06 -18.17 18.40
H 10.35 -16.97 16.52
H 12.18 -18.87 17.40
H 12.07 -17.15 17.29
H 13.89 -18.30 15.75
H 12.85 -17.12 14.91
H 13.37 -20.24 13.00
H 14.48 -19.24 13.84
H 13.34 -18.54 12.75
C 23.41 -30.57 -1.08
O 23.64 -30.57 0.29
C 22.79 -29.64 0.98
C 22.90 -29.88 2.48
N 22.58 -28.75 3.35
C 22.95 -29.04 4.76
C 22.83 -27.75 5.66
O 23.90 -26.89 5.29
C 23.72 -25.62 5.95
H 23.42 -29.57 -1.52
H 22.45 -31.06 -1.26
H 24.24 -31.07 -1.57
H 21.76 -29.76 0.64
H 23.10 -28.66 0.62
H 23.93 -30.20 2.68
H 22.31 -30.75 2.77
H 23.10 -27.92 3.10
H 23.93 -29.49 4.89
H 22.22 -29.77 5.09
H 22.89 -27.93 6.73
H 21.87 -27.23 5.65
H 24.57 -24.97 5.76
H 23.81 -25.82 7.01
H 22.76 -25.14 5.77
C 15.26 -14.13 6.64
O 13.82 -14.19 6.23
C 13.57 -15.02 5.06
C 12.05 -14.99 4.61
N 11.37 -13.67 4.88
C 11.79 -12.50 4.17
C 12.96 -11.63 4.65
O 12.78 -11.46 6.03
C 13.75 -10.71 6.75
H 15.33 -14.70 7.57
H 15.64 -13.13 6.86
H 15.96 -14.43 5.86
H 13.84 -16.05 5.33
H 14.20 -14.64 4.26
H 11.52 -15.82 5.08
H 12.03 -15.15 3.53
H 10.43 -13.84 4.55
H 10.95 -11.81 4.19
H 11.99 -12.76 3.13
H 12.95 -10.68 4.12
H 13.96 -12.04 4.51
H 13.97 -9.73 6.32
H 14.71 -11.22 6.87
H 13.41 -10.45 7.76
C 31.72 -29.86 3.51
O 30.44 -29.16 3.57
C 30.52 -28.02 4.37
C 29.14 -27.57 4.83
N 28.50 -26.60 3.99
C 28.46 -27.01 2.59
C 27.76 -26.07 1.68
O 26.38 -25.87 1.91
C 25.89 -24.61 1.48
H 32.02 -30.15 4.52
H 32.56 -29.34 3.04
H 31.55 -30.81 3.01
H 31.06 -27.24 3.83
H 31.21 -28.14 5.21
H 29.33 -27.17 5.83
H 28.54 -28.46 5.01
H 27.55 -26.47 4.30
H 27.97 -27.99 2.61
H 29.46 -27.10 2.18
H 27.83 -26.52 0.69
H 28.35 -25.15 1.71
H 24.81 -24.54 1.63
H 25.99 -24.66 0.39
H 26.44 -23.81 1.97
C 6.99 -23.29 11.35
O 7.86 -23.09 12.45
C 7.97 -24.27 13.28
C 8.99 -23.96 14.36
N 10.23 -23.32 13.93
C 11.03 -24.13 13.04
C 10.69 -24.13 11.54
O 10.42 -22.81 11.07
C 10.38 -22.62 9.63
H 5.95 -23.39 11.66
H 7.26 -24.21 10.83
H 7.15 -22.55 10.57
H 8.26 -25.15 12.71
H 7.02 -24.54 13.76
H 9.24 -24.90 14.86
H 8.43 -23.34 15.05
H 10.86 -23.29 14.71
H 11.23 -25.11 13.45
H 11.95 -23.55 13.05
H 9.94 -24.85 11.20
H 11.57 -24.45 10.98
H 11.11 -23.19 9.07
H 10.61 -21.56 9.47
H 9.35 -22.87 9.39
C 20.33 -17.30 16.86
O 19.50 -18.48 16.93
C 19.64 -19.16 18.17
C 18.45 -20.02 18.55
N 18.17 -21.16 17.71
C 19.20 -22.25 17.77
C 18.94 -23.28 16.66
O 19.25 -22.72 15.42
C 19.02 -23.56 14.34
H 20.14 -16.87 15.88
H 21.39 -17.49 16.98
H 19.95 -16.61 17.61
H 19.70 -18.48 19.02
H 20.52 -19.79 18.01
H 17.58 -19.36 18.57
H 18.43 -20.32 19.60
H 18.17 -20.82 16.76
H 19.25 -22.65 18.78
H 20.21 -21.86 17.62
H 17.94 -23.70 16.66
H 19.56 -24.15 16.89
H 19.24 -24.62 14.53
H 19.66 -23.28 13.50
H 17.99 -23.59 13.99
C 23.83 -20.25 11.74
O 23.91 -19.07 10.93
C 22.68 -18.41 10.78
C 22.80 -17.29 9.72
N 22.64 -17.80 8.38
C 22.89 -16.73 7.37
C 23.25 -17.28 6.01
O 24.41 -18.05 6.06
C 25.62 -17.29 6.06
H 23.50 -20.00 12.74
H 24.79 -20.77 11.77
H 23.09 -20.94 11.33
H 22.38 -18.05 11.76
H 21.89 -19.05 10.36
H 23.66 -16.62 9.81
H 21.89 -16.73 9.92
H 23.35 -18.52 8.29
H 23.67 -16.06 7.72
H 22.09 -16.01 7.21
H 23.42 -16.42 5.36
H 22.39 -17.85 5.65
H 25.57 -16.43 6.73
H 25.77 -16.84 5.08
H 26.51 -17.86 6.31
C 15.49 -28.29 1.73
C 17.05 -28.21 1.61
C 17.61 -27.34 0.58
O 17.57 -27.82 2.84
H 15.25 -29.08 2.44
H 15.05 -28.50 0.75
H 15.03 -27.39 2.15
H 17.47 -29.20 1.45
H 17.29 -27.61 -0.42
H 18.70 -27.30 0.59
H 17.33 -26.29 0.60
H 18.49 -28.08 2.82
C 10.21 -23.31 1.85
C 11.26 -22.32 1.34
C 10.64 -21.40 0.29
O 11.68 -21.58 2.41
H 9.95 -24.10 1.15
H 9.29 -22.86 2.23
H 10.60 -23.83 2.72
H 12.19 -22.76 0.97
H 9.73 -20.96 0.70
H 10.36 -21.98 -0.59
H 11.27 -20.55 0.06
H 12.24 -22.08 3.02
C 17.48 -21.39 3.92
C 17.40 -22.22 5.16
C 17.20 -21.38 6.49
O 16.35 -23.07 5.04
H 17.33 -22.00 3.03
H 18.46 -20.92 3.77
H 16.70 -20.64 3.84
H 18.27 -22.86 5.30
H 17.92 -20.57 6.57
H 17.32 -22.01 7.37
H 16.21 -20.92 6.43
H 16.73 -23.93 4.81
*
```

Computed properties:
HOMO = -8.48 eV
LUMO level = 0.007 Ha
HOMO-LUMO gap = 8.7 eV

---

C10H8AgNO8S2 as an isolated structure, computed with ωB97M-V/def2-TZVPD.

The geometry in ORCA input format:
```
! wB97M-V def2-TZVPD RIJCOSX def2/J DEFGRID3
* xyz -2 1
Ag -0.19 0.51 0.03
O 2.00 1.71 -0.38
S 2.80 0.76 0.38
O 4.17 0.62 -0.12
O 2.11 -0.52 0.55
C 3.02 1.46 2.06
C 4.36 1.57 2.43
C 4.76 2.06 3.66
C 3.79 2.47 4.56
C 2.45 2.37 4.20
C 2.04 1.87 2.97
S 0.21 1.86 2.78
O -0.08 2.63 1.58
O -0.26 2.49 4.01
O -0.17 0.46 2.66
H 5.10 1.25 1.71
H 5.81 2.13 3.90
H 4.05 2.86 5.54
H 1.68 2.68 4.89
O -2.74 1.63 -1.94
C -3.06 0.70 -1.21
C -4.53 0.40 -0.86
C -4.42 -0.76 0.12
C -2.93 -1.14 0.06
O -2.50 -2.16 0.57
N -2.22 -0.21 -0.65
H -5.06 0.14 -1.78
H -4.98 1.30 -0.45
H -5.03 -1.63 -0.11
H -4.63 -0.46 1.15
*
```

Computed properties:
HOMO = -2.98 eV
LUMO level = 0.190 Ha
energy relative to the best compared isomer or geometry (same formula, charge and spin) = 21.2 kJ/mol
HOMO-LUMO gap = 8.1 eV